Formula: C14H16O
Source: the OMol25 dataset
Level of theory: wB97M-V/def2-TZVPD

As for the HOMO energy: -8.17 eV. The orbital gap comes out at 8.990 eV. Its energy relative to the best compared isomer or geometry (same formula, charge and spin) is 39.1 kcal per mole. For the maximum force, the calculation gives 0.078 hartree/bohr. Its SMILES is Cc1ccc(O)cc1.Cc1ccccc1. As for the spin multiplicity: 1.

Structure (XYZ):
```
31
Properties=species:S:1:pos:R:3:forces:R:3
C -1.6237 -1.9183 1.7695 2.93 -0.90 -0.06
C 0.3959 -2.1944 -1.9360 0.45 -0.23 -1.61
C -0.9141 -1.6722 -1.8773 0.57 -0.74 -0.06
C 1.2134 -2.4337 -0.8613 -1.88 -0.07 2.19
C -1.4981 -1.4776 -0.6529 2.14 -0.78 0.82
C 0.4905 -2.4828 0.3777 0.69 -0.45 -0.39
C -0.7638 -1.9850 0.5002 -3.34 1.88 -1.20
O 0.9517 -2.5429 -3.1490 1.16 0.22 -0.02
H -1.3929 -1.5950 -2.8442 -0.33 0.49 0.09
H 0.4043 -2.6728 -3.9219 -0.76 0.34 0.31
H 2.2700 -2.6365 -0.8266 -0.01 -0.46 -0.70
H -2.4454 -0.9917 -0.5136 -0.33 -0.08 -0.06
H 0.8163 -3.1196 1.2013 0.72 0.71 0.09
H -2.1079 -2.8854 1.8321 -0.88 0.23 0.30
H -2.2031 -1.0072 1.7803 -0.50 -0.20 0.09
H -0.8798 -1.8934 2.5816 -0.60 0.14 0.21
C 2.5442 1.7394 0.3440 -0.66 -0.97 0.74
C -1.4839 3.0463 1.2009 1.06 0.77 -0.70
C -0.4883 3.0810 2.1886 0.00 -0.12 0.33
C -1.0755 2.6519 -0.0633 0.26 -1.70 -0.99
C 0.7902 2.6144 1.9254 -0.22 0.42 -1.25
C 0.1318 1.9548 -0.3264 -1.24 2.12 1.47
C 1.0928 2.0824 0.6674 1.33 -0.60 -0.60
H -2.4475 3.5312 1.2671 0.01 0.00 0.49
H -0.6262 3.5550 3.1491 -0.46 -0.04 0.11
H -1.6371 2.8059 -0.9792 -0.78 -0.02 0.44
H 1.6440 2.8434 2.5484 -0.24 -0.21 0.49
H 0.2402 1.5824 -1.3287 0.67 -0.19 -0.09
H 2.5539 0.9329 -0.3881 0.19 -0.01 -0.07
H 3.0282 1.3762 1.2573 0.10 0.00 -0.21
H 3.1348 2.5596 -0.0327 -0.05 0.46 -0.17
```
Positions in Å, forces in eV/Å.

Calculated atomic charges, method Löwdin, unit e: -0.051, -0.325, -0.035, 0.003, -0.035, -0.057, -0.283, 0.021, 0.110, 0.096, 0.112, 0.103, 0.117, 0.076, 0.070, 0.075, -0.050, -0.092, -0.089, -0.098, -0.065, -0.043, -0.278, 0.096, 0.096, 0.097, 0.108, 0.104, 0.068, 0.074, 0.073

=====

Formula: C19H29N3O3S
Source: the OMol25 dataset
Level of theory: wB97M-V/def2-TZVPD

As for the HOMO energy: -7.91 eV. The orbital gap comes out at 8.396 eV. Its energy relative to the best compared isomer or geometry (same formula, charge and spin) is 9.9 kcal per mole. For the maximum force, the calculation gives 0.017 hartree/bohr. Its SMILES is CCCCN(C)CCn1c(=S)[nH]c2cc(OCC)c(OCC)cc2c1=O. As for the spin multiplicity: 1.

Structure (XYZ):
```
55
Properties=species:S:1:pos:R:3:forces:R:3
C -6.1414 -2.8817 -0.0115 0.25 -0.05 0.05
C -4.6913 -2.4181 0.0582 -0.23 0.20 -0.11
C -4.5279 -0.9852 -0.4398 0.39 -0.09 0.06
H -4.8799 -0.9207 -1.4718 -0.10 0.04 -0.03
C -3.0604 -0.5397 -0.3629 -0.23 -0.08 0.03
N -2.7658 0.8194 -0.7810 0.02 0.12 0.04
C -3.0495 1.0715 -2.1772 0.02 0.07 0.05
H -2.5702 2.0058 -2.4726 -0.04 0.01 -0.07
H -2.6267 0.2644 -2.7737 -0.01 -0.03 -0.10
H -4.1227 1.1504 -2.4032 -0.02 -0.02 -0.06
C -3.2823 1.8606 0.0854 0.18 -0.01 0.07
H -4.3371 1.7176 0.3655 0.01 0.03 -0.01
C -2.4614 1.9890 1.3770 -0.62 -0.09 0.02
N -1.0398 2.0384 1.0848 0.19 0.14 0.05
C -0.5215 3.1856 0.5608 0.26 0.41 -0.12
S -1.3811 4.5829 0.3839 -0.24 0.58 -0.09
N 0.7857 3.1823 0.1898 -0.05 -0.02 -0.02
C 1.6093 2.0907 0.3004 0.08 -0.83 0.27
C 2.9300 2.1101 -0.1226 0.07 -0.17 0.03
C 3.7505 0.9936 0.0013 -0.36 0.17 0.04
C 3.2238 -0.1916 0.5823 -0.07 -0.07 0.03
C 1.9071 -0.1941 0.9996 0.12 0.10 -0.05
C 1.0880 0.9269 0.8664 0.35 0.23 -0.20
C -0.2995 0.8773 1.3116 0.16 -0.18 0.06
O -0.7993 -0.0856 1.8582 0.11 -0.08 -0.02
H 1.4556 -1.0614 1.4521 0.01 -0.12 0.03
O 4.0669 -1.2603 0.7175 0.04 0.33 -0.10
C 3.5644 -2.5015 1.1785 -0.14 -0.37 -0.01
C 2.7532 -3.2439 0.1217 0.19 0.32 0.18
H 3.3566 -3.3951 -0.7702 0.04 -0.04 -0.07
H 1.8632 -2.6843 -0.1542 -0.10 -0.02 -0.05
H 2.4521 -4.2122 0.5112 -0.06 -0.12 0.02
H 4.4658 -3.0712 1.4220 -0.17 0.06 0.06
H 2.9832 -2.3664 2.0977 0.10 0.01 -0.03
O 5.0023 1.1905 -0.4594 -0.20 0.15 0.06
C 5.9825 0.1631 -0.5038 0.65 -0.37 -0.12
C 7.2245 0.7674 -1.1410 -0.46 -0.03 0.17
H 8.0096 0.0192 -1.1967 0.10 -0.08 -0.01
H 6.9962 1.1205 -2.1430 0.03 0.03 -0.12
H 7.5748 1.6087 -0.5495 0.09 0.08 0.05
H 5.6193 -0.6797 -1.1009 0.02 0.11 0.13
H 6.2056 -0.1917 0.5073 -0.08 0.03 -0.18
H 3.3556 2.9978 -0.5629 0.08 0.11 -0.07
H 1.1408 4.0482 -0.1941 -0.22 -0.12 0.10
H -2.6165 1.1308 2.0309 0.04 0.14 -0.07
H -2.7504 2.9062 1.8951 0.06 -0.15 -0.02
H -3.2102 2.8058 -0.4567 -0.08 -0.10 0.08
H -2.4581 -1.2004 -0.9954 0.01 -0.07 0.09
H -2.7016 -0.6600 0.6608 0.01 -0.09 -0.05
H -5.1491 -0.3243 0.1688 -0.09 0.04 -0.03
H -4.0685 -3.0822 -0.5459 0.08 -0.03 0.04
H -4.3371 -2.4823 1.0894 0.09 -0.05 0.02
H -6.2350 -3.9038 0.3481 -0.11 -0.10 0.02
H -6.5058 -2.8440 -1.0362 -0.09 -0.01 -0.09
H -6.7762 -2.2438 0.5999 -0.11 0.04 0.05
```
Positions in Å, forces in eV/Å.

Calculated atomic charges, method Löwdin, unit e: -0.119, -0.275, -0.205, 0.108, -0.207, -0.220, -0.093, 0.085, 0.086, 0.084, -0.196, 0.120, -0.149, 0.006, -0.769, 0.683, 0.085, -0.178, 0.076, -0.171, -0.170, 0.063, -0.061, -0.350, 0.077, 0.118, -0.082, -0.233, -0.057, 0.080, 0.070, 0.079, 0.126, 0.120, -0.021, -0.238, -0.061, 0.076, 0.077, 0.077, 0.127, 0.126, 0.131, 0.134, 0.118, 0.097, 0.073, 0.124, 0.099, 0.107, 0.108, 0.110, 0.066, 0.070, 0.070

=====

Formula: C17H21NO3
Source: the OMol25 dataset
Level of theory: wB97M-V/def2-TZVPD

As for the HOMO energy: -8.01 eV. The orbital gap comes out at 8.809 eV. Its energy relative to the best compared isomer or geometry (same formula, charge and spin) is 27.0 kcal per mole. For the maximum force, the calculation gives 0.019 hartree/bohr. Its SMILES is Cc1ccc(OCCCC(=O)NCc2ccco2)c(C)c1. As for the spin multiplicity: 1.

Structure (XYZ):
```
42
Properties=species:S:1:pos:R:3:forces:R:3
C 1.4067 0.0745 -3.5309 -0.06 0.00 -0.01
C 0.2890 0.2428 -2.5455 0.08 0.04 0.07
C 0.5139 0.7521 -1.2791 0.02 -0.09 -0.21
C -0.5195 0.8946 -0.3671 -0.33 0.07 0.28
C -1.8141 0.5332 -0.7130 0.20 0.00 -0.32
C -2.0639 0.0283 -2.0014 -0.13 0.01 0.17
C -1.0129 -0.1111 -2.8865 0.06 0.08 0.20
H -1.2098 -0.5059 -3.8737 -0.07 -0.06 -0.12
C -3.4649 -0.3427 -2.3787 0.04 0.03 0.07
H -3.4988 -0.7649 -3.3796 -0.01 -0.02 -0.06
H -4.1053 0.5371 -2.3406 -0.14 0.00 -0.02
H -3.8674 -1.0648 -1.6699 -0.11 -0.04 0.00
O -2.9196 0.6496 0.0817 0.01 -0.14 -0.36
C -2.8062 0.8715 1.4725 -0.09 -0.06 0.60
C -2.7655 -0.4385 2.2662 0.20 0.20 -0.32
H -2.8035 -0.1876 3.3270 -0.06 -0.01 0.01
H -3.6468 -1.0293 2.0100 -0.02 0.02 0.04
C -1.5090 -1.2643 1.9971 -0.29 0.24 0.23
C -0.2641 -0.6027 2.5701 -0.09 -0.59 -0.41
O -0.2902 0.2853 3.3956 -0.11 0.41 0.30
N 0.8904 -1.1368 2.1083 0.35 -0.21 -0.08
H 0.8708 -1.8214 1.3695 -0.17 0.07 0.03
C 2.1936 -0.6708 2.5424 0.10 -0.11 -0.17
C 2.9727 -0.0655 1.4227 -0.12 0.83 0.47
C 3.2977 1.2267 1.1344 -0.18 -0.59 0.25
C 4.0482 1.1886 -0.0675 0.13 -0.48 -0.27
C 4.1181 -0.1224 -0.4205 0.28 0.79 -0.36
O 3.4730 -0.8899 0.4734 -0.20 -0.45 0.21
H 4.5794 -0.6195 -1.2507 0.03 -0.16 -0.07
H 4.4695 2.0224 -0.5907 0.13 0.12 -0.17
H 3.0353 2.0938 1.7045 -0.10 0.15 0.20
H 2.0148 0.0791 3.3158 0.13 -0.12 -0.10
H 2.7526 -1.5133 2.9671 -0.03 0.17 0.05
H -1.3813 -1.4314 0.9260 0.05 -0.09 0.03
H -1.6085 -2.2403 2.4807 0.06 -0.02 -0.06
H -3.7137 1.4205 1.7433 0.17 -0.02 -0.01
H -1.9445 1.4922 1.7258 -0.08 0.02 -0.06
H -0.2902 1.2903 0.6099 -0.01 0.06 0.11
H 1.5099 1.0510 -0.9894 0.13 0.00 0.04
H 1.2160 0.6638 -4.4271 0.07 0.02 -0.09
H 2.3521 0.3945 -3.0993 0.09 0.01 -0.02
H 1.4960 -0.9688 -3.8327 0.08 -0.05 -0.06
```
Positions in Å, forces in eV/Å.

Calculated atomic charges, method Löwdin, unit e: -0.052, -0.279, -0.035, -0.010, -0.239, -0.198, -0.007, 0.119, -0.035, 0.076, 0.086, 0.082, -0.046, -0.178, -0.149, 0.117, 0.117, -0.102, -0.511, 0.064, 0.078, 0.147, -0.088, -0.269, -0.027, -0.073, -0.132, 0.046, 0.121, 0.103, 0.114, 0.129, 0.133, 0.113, 0.126, 0.130, 0.112, 0.105, 0.089, 0.080, 0.063, 0.079

=====

Formula: C3H10NO4
Source: the OMol25 dataset
Level of theory: wB97M-V/def2-TZVPD

As for the HOMO energy: -15.07 eV. As for the total charge: +1. The orbital gap comes out at 11.746 eV. Its energy relative to the best compared isomer or geometry (same formula, charge and spin) is 13.3 kcal per mole. For the maximum force, the calculation gives 0.048 hartree/bohr. As for the spin multiplicity: 1.

Structure (XYZ):
```
18
Properties=species:S:1:pos:R:3:forces:R:3
O -1.4457 0.4906 1.8025 -0.19 0.50 0.18
C -0.6159 0.9838 1.1166 1.96 -0.78 -1.28
O 0.5791 1.5269 1.4724 -0.67 0.08 0.79
C -0.4505 0.7900 -0.4268 -1.09 -1.05 0.80
C -1.6678 0.0370 -0.9888 0.60 0.49 -1.03
O -1.3782 -0.4054 -2.3210 0.29 0.26 0.33
N 0.6517 -0.2521 -0.5872 0.96 1.85 -1.00
H 0.6816 1.4904 2.4381 -0.07 0.18 0.04
H -0.1318 1.7418 -0.8715 -0.15 -0.49 -0.23
H -2.5698 0.6583 -1.0275 0.08 -0.39 0.68
H -1.6946 -0.8731 -0.3764 -0.90 0.32 -0.15
H -1.3952 0.3704 -2.8969 -0.19 -0.20 -0.15
H 1.5545 0.1981 -0.4247 0.01 -0.18 0.45
H 0.6222 -1.0584 0.0344 -0.05 0.00 0.24
H 0.7068 -0.5358 -1.5737 -0.63 -0.29 0.11
H 2.7438 -1.1620 1.7989 -0.30 -0.78 0.12
H 1.7773 -2.4392 1.5555 0.56 -0.23 0.65
O 2.0326 -1.5612 1.2760 -0.20 0.72 -0.54
```
Positions in Å, forces in eV/Å.

Calculated atomic charges, method Löwdin, unit e: 0.192, -0.460, 0.110, -0.141, -0.167, -0.051, 0.212, 0.149, 0.174, 0.152, 0.142, 0.109, 0.161, 0.131, 0.170, 0.081, 0.069, -0.033

=====

Look up the HOMO energy of the fourth one.
-15.07 eV

=====

Which value of spin multiplicity does entry 1 give?
1

=====

Which value of energy relative to the best compared isomer or geometry (same formula, charge and spin) does entry 1 give?
39.1 kcal per mole

=====

The lowest energy relative to the best compared isomer or geometry (same formula, charge and spin) belongs to which entry?
C19H29N3O3S